No. 1
The following is a quantum chemistry calculation of the molecule C4H9N3O at a distorted geometry, from OMol25.

Element x y z (Å)
C 0.9227 0.2207 0.5063
C 1.5597 0.0362 -0.8587
C -0.9773 -1.3531 0.8783
N -1.4134 1.9285 -0.7038
C -1.6369 0.6359 -0.2525
O 1.5003 -0.5285 1.4987
N -0.7346 -0.1640 0.2514
N -0.6140 -2.4774 0.4064
H 1.4268 -1.4636 1.2582
H 0.9317 1.2567 0.8544
H -0.7507 -3.2418 1.0650
H -0.5209 2.3301 -0.4572
H -2.1866 2.5613 -0.5518
H -2.6593 0.2939 -0.3227
H 2.6410 0.1492 -0.7772
H 1.3360 -0.9582 -1.2379
H 1.1756 0.7739 -1.5568

Output
- energy relative to the best compared isomer or geometry (same formula, charge and spin) (kJ/mol) = 422.7
- E_LUMO (alpha / beta) (eV) = 0.61 / 0.61
- HOMO (alpha / beta) (eV) = -6.1 / -6.1

No. 2
The following is a quantum chemistry calculation of the molecule C9H14N4O4 at a distorted geometry, from OMol25.

Element x y z (Å)
N 0.5117 0.3757 1.2817
C 0.5604 1.0818 0.0585
C 1.2759 0.2477 -1.0097
C 2.6819 -0.1302 -0.5675
C 3.8439 -0.3598 -1.3016
N 4.8313 -0.5652 -0.3647
C 4.2708 -0.4626 0.8400
N 2.9918 -0.1595 0.7720
C -0.8349 1.5991 -0.5420
O -0.8877 2.3754 -1.4527
N -2.0092 1.1452 -0.0691
C -2.2947 -0.3032 0.3412
C -3.3701 -0.1174 1.3883
O -4.5525 0.3018 0.7416
C -2.7856 -1.0048 -0.9754
O -3.3410 -0.4276 -1.8515
O -2.8115 -2.3041 -0.8788
H -0.0958 0.8837 1.8923
H 1.4450 0.3708 1.7340
H 1.2218 1.9976 0.0147
H 1.2470 0.8329 -1.8983
H 0.8280 -0.7321 -1.1765
H 4.1903 -0.3029 -2.3643
H 5.8139 -0.8413 -0.4747
H 4.9245 -0.5256 1.6887
H -2.8067 1.4461 -0.6299
H -1.3298 -0.7239 0.7466
H -3.0431 0.4300 2.2195
H -3.4593 -1.1350 1.8323
H -4.8598 -0.4374 0.2095
H -2.1565 -2.5550 -0.2042

Output
- energy relative to the best compared isomer or geometry (same formula, charge and spin) (kJ/mol) = 214.9
- E_LUMO (eV) = 0.45
- structure (SMILES) = N[C@@H](Cc1c[nH]cn1)C(=O)N[C@@H](CO)C(=O)O
- HOMO (eV) = -9.0

No. 3
The following is a quantum chemistry calculation of a cluster of 2 separate species, C4H8OSi in total at a distorted geometry, from OMol25.

Element x y z (Å)
C -0.9400 3.8963 1.3884
C -0.6565 2.8147 0.9931
C 1.5610 -0.3364 -1.2660
C -1.4879 -1.6755 -0.3376
O 0.7897 -1.4490 1.2864
Si 0.1307 -0.6977 -0.0036
H -1.4432 4.7306 1.7959
H 2.2909 0.4148 -0.7063
H 2.1451 -1.2728 -1.6846
H 1.2477 0.2684 -2.1066
H -2.2106 -1.3726 0.5281
H -1.8843 -1.4671 -1.2672
H -1.1402 -2.6482 -0.3374
H 1.5978 -1.2056 1.7174

Output
- energy relative to the best compared isomer or geometry (same formula, charge and spin) (kJ/mol) = 495.6
- E_LUMO (alpha / beta) (eV) = -1.63 / -1.76
- HOMO (alpha / beta) (eV) = -8.1 / -8.0

No. 4
The following is a quantum chemistry calculation of a cluster of 3 separate species, C4H7NO2 in total at a distorted geometry, from OMol25.

Element x y z (Å)
C -1.3071 -1.1385 0.1384
C -0.6816 -0.9103 -1.2096
C 0.1100 2.0051 0.1389
N 0.5194 1.5837 1.2612
C 2.6882 -0.5813 0.5436
O 2.6387 -1.7137 0.6134
O 0.4880 -0.6623 -1.3954
H -0.7032 -0.6818 0.9270
H -1.3773 -2.2201 0.3121
H -2.3275 -0.7409 0.1609
H -1.3686 -0.9923 -2.0785
H -0.9583 1.9394 -0.0882
H 0.7447 2.4290 -0.6472
H 1.5345 1.6842 1.3233

Output
- energy relative to the best compared isomer or geometry (same formula, charge and spin) (kJ/mol) = 226.7
- E_LUMO (eV) = 1.00
- HOMO (eV) = -10.0

No. 5
The following is a quantum chemistry calculation of a structure of composition C6H14NO at a distorted geometry, from OMol25.

Element x y z (Å)
C 1.5444 -1.1058 0.6715
N 2.0796 -2.0397 -0.2089
C -1.6093 -0.3470 1.6392
C -2.5267 0.4816 0.5984
O -2.1662 1.7500 0.3309
C 1.4973 0.5185 0.2782
C 1.1521 0.2698 -2.2793
C 0.5282 0.7701 -0.8776
H 0.8484 -1.6838 -0.1976
H 1.3999 -1.3106 1.7454
H -1.1300 0.3701 2.2919
H -0.8652 -1.0324 1.1696
H -2.2611 -1.0610 2.1409
H -2.6103 -0.1972 -0.3372
H -3.6018 0.5463 0.9351
H 1.3881 1.0092 1.2650
H 2.5567 0.6029 0.0913
H 1.1274 -0.8589 -2.1893
H 0.5072 0.6170 -3.1460
H 2.2192 0.6627 -2.3640
H 0.2957 1.8242 -0.8322
H -0.3736 0.2140 -0.7253

Output
- energy relative to the best compared isomer or geometry (same formula, charge and spin) (kJ/mol) = 519.8
- E_LUMO (eV) = 3.61
- total charge = -1
- HOMO (eV) = -2.4

No. 6
The following is a quantum chemistry calculation of the molecule C4H4O2, from OMol25.

Element x y z (Å)
C -2.3464 0.8541 0.7216
C -1.4073 0.3377 0.1748
C -0.2101 -0.0930 -0.5399
O 0.5464 -1.0301 0.2379
C 1.8572 -0.6889 0.1435
O 2.4704 -0.5866 -0.8806
H -3.1677 1.3317 1.2076
H 0.4323 0.7846 -0.6627
H -0.4195 -0.4863 -1.5357
H 2.2445 -0.4232 1.1336

Output
- energy relative to the best compared isomer or geometry (same formula, charge and spin) (kJ/mol) = 201.0
- E_LUMO (eV) = 0.87
- structure (SMILES) = C#CCOC=O
- HOMO (eV) = -10.5

No. 7
The following is a quantum chemistry calculation of the ion C3H3O4PS with charge -2 at a distorted geometry, from OMol25.

Element x y z (Å)
C -0.0929 0.4913 -1.0928
C -0.3479 1.3056 0.1619
C -0.7008 -0.1399 0.0285
O 1.9603 -0.8526 0.9041
O 0.0219 -0.4121 2.5748
O -0.0579 -2.5399 1.1101
O 0.1530 -0.1577 -3.5602
P 0.5445 -1.1633 1.3403
S 0.5788 0.8842 -2.5267
H 0.4368 1.3883 0.7977
H -0.9891 2.0948 0.0722
H -1.5067 -0.8985 0.1901

Output
- energy relative to the best compared isomer or geometry (same formula, charge and spin) (kJ/mol) = 23.4
- E_LUMO (eV) = 5.59
- total charge = -2
- HOMO (eV) = -0.3

No. 8
The following is a quantum chemistry calculation of a cluster of 2 separate species, C26H26ClF3NO7 in total at a distorted geometry, from OMol25.

Element x y z (Å)
C -2.6080 -3.3656 2.7878
C -3.0471 -2.7226 1.3882
C -4.3559 -1.8516 1.4183
C -4.8784 -1.1528 0.1165
C -4.0890 -1.3726 -1.2234
C -2.8089 -2.2823 -1.2170
C -2.2445 -2.9636 0.0674
C -0.8941 -3.8513 -0.0012
C 0.3512 -2.8152 -0.0986
C 1.2491 -2.5715 0.9960
C 1.1072 -3.3578 2.4024
C 1.7533 -2.5844 3.6463
N 2.9703 -2.8801 4.0548
C 2.4160 -1.4800 0.7812
O 3.5544 -1.5585 1.3156
C 2.0502 -0.2698 -0.1991
C 2.5699 1.1770 -0.0583
C 2.2307 2.3402 -1.0628
C 2.8542 3.7925 -0.8553
C 2.1943 4.6544 0.3282
C 0.6013 4.6341 0.3711
F 0.0429 3.4115 0.8326
F -0.0057 5.0885 -0.8484
F 0.2117 5.6178 1.3564
C 1.3081 2.0386 -2.2834
C 0.9008 3.0814 -3.4146
C 2.0591 3.3203 -4.5276
C 1.7002 2.5991 -5.9331
O 2.2329 4.7534 -4.8308
C 0.7407 0.5736 -2.4236
C 1.0917 -0.5596 -1.4134
C 0.5345 -2.0562 -1.5144
O 0.2301 -2.6116 -2.6163
H -1.7168 -2.7652 3.1754
H -3.4366 -3.2889 3.6047
H -2.3447 -4.4804 2.7045
H -4.9689 -1.6678 2.3641
H -5.8112 -0.5008 0.1712
H -4.4650 -0.8731 -2.1738
H -2.2911 -2.4279 -2.2281
H -0.8760 -4.5013 -0.9406
H -0.7966 -4.5558 0.8950
H 1.7300 -4.3260 2.2656
H 0.0383 -3.7000 2.6159
H 1.1859 -1.7943 4.2501
H 3.3705 -3.6267 3.4434
H 3.2602 1.4129 0.8179
H 2.8833 4.4287 -1.8023
H 3.9610 3.6281 -0.5540
H 2.4938 5.7555 0.1325
H 2.5801 4.4115 1.3748
H 0.6096 4.1167 -3.0345
H -0.0064 2.6539 -3.9914
H 3.0866 2.9470 -4.1947
H 2.6708 2.2970 -6.4698
H 1.0690 1.6568 -5.8019
H 1.1581 3.3385 -6.6335
H 3.1983 4.9033 -4.9102
H 0.0477 0.3313 -3.3118
O -4.5969 -0.5753 6.6625
Cl -3.7307 -1.6290 6.1801
O -2.3487 -1.2156 6.3039
O -4.0284 -1.8983 4.7851
O -3.9485 -2.8301 6.9579

Output
- E_LUMO (eV) = 0.46
- total charge = -1
- HOMO (eV) = -6.1

In order of appearance, molecular weight = 115.1; 242.2; 100.2; 101.1; 116.2; 84.1; 166.1; 556.9 u.